[1]
The following is a quantum chemistry calculation of one molecule with the formula C4H3Br2N3O, from the Open Molecules 2025 dataset.

ORCA input file:
```
! wB97M-V def2-TZVPD RIJCOSX def2/J DEFGRID3
* xyz 0 1
C -1.451 1.077 -1.100
C -0.500 0.246 -1.528
C -0.603 -1.606 0.820
C 1.649 -0.295 0.878
N 0.386 -0.484 -0.982
N -2.269 1.732 -0.580
N 0.432 -0.857 0.364
O -3.056 2.422 -0.065
Br 0.109 0.431 -3.417
Br -0.706 -2.056 2.686
H 1.721 0.706 0.728
H 1.783 -0.581 2.002
H 2.506 -0.735 0.194
*
```

Results
* highest occupied orbital energy: -8.9 eV
* Kohn-Sham gap: 7.9 eV
* lowest unoccupied orbital energy: -1.069 eV

[2]
The following is a quantum chemistry calculation of C2H8FMg2O2 as an isolated structure, from the Open Molecules 2025 dataset.

ORCA input file:
```
! wB97M-V def2-TZVPD RIJCOSX def2/J DEFGRID3
* xyz 3 1
Mg -17.012 -5.715 1.451
Mg -17.106 -9.364 2.745
F -16.943 -7.456 2.166
C -18.840 -9.736 0.265
O -17.941 -10.310 1.268
H -18.431 -8.773 -0.037
H -18.889 -10.387 -0.609
H -19.891 -9.636 0.547
H -17.923 -11.254 1.032
C -14.575 -11.065 1.518
O -15.237 -9.899 2.062
H -15.108 -11.467 0.654
H -13.555 -10.861 1.194
H -14.471 -11.905 2.208
H -14.585 -9.186 2.016
*
```

Results
* highest occupied orbital energy: -22.2 eV
* Kohn-Sham gap: 6.6 eV
* lowest unoccupied orbital energy: -15.575 eV

[3]
The following is a quantum chemistry calculation of C3H5N3 as an isolated structure, from the Open Molecules 2025 dataset.

ORCA input file:
```
! wB97M-V def2-TZVPD RIJCOSX def2/J DEFGRID3
* xyz 0 1
C 0.109 0.732 1.734
C -0.223 0.409 -0.172
C 0.236 -0.711 -0.757
N -0.201 -0.750 -2.104
N -0.878 0.135 -2.607
N -0.580 1.370 0.475
H 1.201 0.643 1.640
H -0.318 -0.228 2.054
H -0.144 1.509 2.432
H 0.858 -1.461 -0.290
H 0.118 -1.596 -2.611
*
```

Results
* highest occupied orbital energy (alpha / beta): -8.1 / -8.1 eV
* Kohn-Sham gap (alpha / beta): 8.2 / 8.2 eV
* lowest unoccupied orbital energy (alpha / beta): 0.119 / 0.119 eV
* ΔE to the lowest compared entry with this formula, charge and spin: 610.77 kJ/mol

Number 1: total energy -5541.4985 Ha. Number 2: total energy -730.4593 Ha. Number 3: total energy -281.3574 Ha.